Entry 1:
Computed, not measured: a molecular structure, C2H4NOS2 in a non-equilibrium geometry, with ωB97M-V/def2-TZVPD.

Last column: Löwdin charge in e.
Element x y z (Å)
C1 0.37072 -0.40667 -0.47909  -0.39
C2 0.57456 0.87836 0.36741  -0.60
N1 -0.82153 -1.12366 -0.10759  -0.71
O1 -0.81999 -2.03300 0.88118  -0.23
S1 -0.93353 2.07093 0.22195  0.19
S2 -2.22172 -0.22421 -0.60340  0.44
H1 0.51283 -0.10488 -1.61272  0.13
H2 1.22110 -1.06994 -0.21544  0.10
H3 0.72728 0.56407 1.42775  0.06
H4 1.39028 1.44899 0.11996  -0.01

HOMO level (spin up / spin down): -3.388 / -2.865 eV
Energy relative to the best compared isomer or geometry (same formula, charge and spin): 291.7 kJ/mol
Calculated total energy: -1004.906143 Eh
Total charge: -1
Kohn-Sham gap (spin up / spin down): 6.76 / 6.73 eV


Entry 2:
Computed, not measured: a molecular structure, C23H31Cl2N4O3Tb in a non-equilibrium geometry, with ωB97M-V/def2-TZVPD.

Last column: Löwdin charge in e.
Element x y z (Å)
O1 -1.63925 -0.92502 -2.41543  0.00
C1 -1.71178 -2.02647 -1.85521  -0.23
C2 -2.91832 -2.42909 -1.03862  -0.21
C3 -3.81391 -1.47376 -0.53419  -0.02
H1 -3.39952 -0.47989 -0.37005  0.12
C4 -5.14045 -1.83522 -0.31369  -0.07
H2 -5.82745 -1.06212 0.01810  0.10
C5 -5.56390 -3.14367 -0.56609  -0.09
H3 -6.61822 -3.39955 -0.41658  0.10
C6 -4.65209 -4.11632 -0.99078  -0.08
H4 -4.99253 -5.13080 -1.20090  0.10
C7 -3.32354 -3.75538 -1.19879  -0.05
H5 -2.60040 -4.50076 -1.52917  0.11
H6 -0.99255 -2.94657 -2.01045  0.13
C8 0.84678 -3.28939 -0.55605  -0.16
C9 -0.05691 -2.43103 0.17998  -0.46
H7 0.53191 -4.34588 -0.70966  0.10
H8 1.76357 -3.30935 0.09767  0.06
H9 1.11600 -2.92015 -1.55628  0.05
C10 -0.77050 -2.54893 1.26576  -0.48
C11 -0.36892 -3.54950 2.31846  -0.12
H10 -1.70841 -2.04522 1.48340  0.02
H11 -0.91002 -4.48069 2.16337  0.08
H12 -0.58824 -3.17651 3.31643  0.06
H13 0.69499 -3.77063 2.26727  0.04
Tb1 0.97871 -0.88650 1.44261  1.19
Cl1 -1.25129 -0.18082 2.87298  0.00
Cl2 3.11604 -2.00024 2.24828  -0.17
C12 1.46335 1.55101 2.79598  -0.34
O2 1.58046 1.24222 1.56285  -0.25
N1 2.06216 2.65353 3.14156  -0.18
C13 2.93292 3.31455 2.17977  0.00
C14 2.12111 3.03914 4.51155  -0.03
H14 0.85185 0.98145 3.54376  0.08
H15 2.74747 2.94447 1.15814  0.10
H16 3.97430 3.11571 2.47500  0.11
H17 2.67748 4.37305 2.23911  0.10
H18 1.33002 2.51565 5.04787  0.10
H19 1.97845 4.11245 4.55515  0.10
H20 3.08718 2.74573 4.92806  0.10
H21 4.60023 -0.09822 -2.28221  0.10
H22 3.15405 -0.30655 -4.79533  0.09
C15 4.02164 -1.02504 -2.13150  -0.01
C16 2.65282 -1.09395 -4.21972  -0.04
N2 2.71495 -0.88292 -2.78015  -0.17
H23 3.85531 -1.21171 -1.06433  0.08
C17 1.63019 -0.52925 -2.08053  -0.24
O3 1.57283 -0.56373 -0.80723  -0.20
H24 1.61077 -1.12649 -4.54746  0.09
H25 0.75736 -0.18232 -2.65886  0.13
H26 4.55410 -1.85412 -2.62094  0.09
H27 3.15312 -2.03132 -4.49876  0.09
N3 -0.10340 4.96722 -3.75985  0.15
C18 -0.29994 4.47462 -2.71694  -0.18
C19 -0.59095 3.89915 -1.42765  -0.21
C20 -1.05276 4.68309 -0.35449  -0.02
C21 -1.40541 4.05044 0.83271  -0.04
C22 -1.24252 2.65313 0.90070  -0.15
N4 -0.78375 1.92383 -0.10451  0.09
C23 -0.45093 2.51231 -1.24583  -0.07
H28 -1.11476 5.76920 -0.46876  0.12
H29 -1.80457 4.58729 1.69027  0.11
H30 -1.50782 2.10078 1.80912  0.03
H31 -0.08333 1.86687 -2.05613  0.12

HOMO level (spin up / spin down): -6.057 / -6.149 eV
Spin multiplicity: 7
Energy relative to the best compared isomer or geometry (same formula, charge and spin): 336.1 kJ/mol
Calculated total energy: -3084.588083 Eh
Kohn-Sham gap (spin up / spin down): 6.15 / 6.26 eV


Entry 3:
Computed, not measured: 2 unconnected molecules or ions with the total composition C6H13NO in a non-equilibrium geometry, with ωB97M-V/def2-TZVPD.

Last column: Löwdin charge in e.
Element x y z (Å)
C1 2.95991 -1.36973 0.40114  -0.02
C2 1.91043 -1.12639 1.07645  -0.23
C3 0.48646 -1.51785 0.64829  -0.16
C4 -0.51417 -0.33866 0.39377  -0.27
C5 -1.94818 -0.45291 -0.09975  -0.07
C6 -0.12697 0.90825 0.63172  -0.21
N1 -0.64060 2.14072 0.30050  0.07
H1 3.90465 -0.93793 0.74461  0.07
H2 2.95527 -2.07577 -0.38500  0.05
H3 1.80715 -0.49653 2.01538  0.12
H4 0.51136 -2.13545 -0.32698  0.13
H5 0.11839 -2.13028 1.43157  0.08
H6 -2.12235 -1.42158 -0.67725  0.10
H7 -2.71781 -0.32700 0.62195  0.06
H8 -2.12790 0.28247 -0.87643  0.03
H9 0.79958 1.17087 1.21256  0.12
H10 -1.48961 2.15011 -0.19317  0.05
H11 -0.53014 2.87567 0.90301  0.05
O1 -1.39893 1.70078 -2.44116  0.02
H12 -1.27631 0.95669 -2.86821  -0.04
H13 -0.56022 2.14451 -2.51300  0.06

HOMO level: -7.600 eV
Energy relative to the best compared isomer or geometry (same formula, charge and spin): 303.5 kJ/mol
Calculated total energy: -366.318293 Eh
Kohn-Sham gap: 8.47 eV


Entry 4:
Computed, not measured: C16H34O2S in the gas phase in a non-equilibrium geometry, with ωB97M-V/def2-TZVPD.

Last column: Löwdin charge in e.
Element x y z (Å)
C1 -4.36153 0.94973 0.00645  -0.14
C2 -4.78894 -0.48028 -0.25003  -0.24
C3 -3.70651 -1.63711 -0.44581  -0.18
C4 -2.73145 -1.13741 -1.51257  -0.24
C5 -1.51302 -0.62386 -0.76089  -0.21
C6 -0.62774 -1.69457 0.01207  -0.20
C7 0.52545 -1.03544 0.60124  -0.28
C8 1.46286 -1.87182 1.43697  -0.19
C9 2.22718 -2.98957 0.62894  -0.22
C10 3.66093 -2.61446 0.27325  -0.22
C11 3.85564 -1.33781 -0.56596  -0.24
C12 4.08464 0.01905 0.18969  -0.50
S1 4.33253 1.52729 -0.84037  0.83
C13 2.64169 2.01646 -1.30548  -0.47
C14 1.69124 2.54320 -0.26729  -0.25
O1 0.36315 2.33793 -0.77890  -0.13
C15 -0.50086 3.19979 -0.29328  -0.31
C16 -1.03817 2.94544 1.10985  -0.17
O2 0.04915 2.95671 2.14656  -0.13
H1 -3.68213 1.33910 -0.65400  0.01
H2 -3.93007 1.10583 1.05769  0.10
H3 -5.21295 1.68313 -0.15465  0.09
H4 -5.39357 -0.38443 -1.19744  0.12
H5 -5.47303 -0.89519 0.47229  0.09
H6 -3.29331 -1.97746 0.51137  0.10
H7 -4.10588 -2.45487 -1.00208  0.09
H8 -2.46457 -1.86554 -2.30644  0.11
H9 -3.19285 -0.40675 -2.15324  0.10
H10 -1.92536 0.11270 -0.13944  0.05
H11 -0.85746 0.00858 -1.42278  0.12
H12 -0.44382 -2.46766 -0.90718  0.16
H13 -1.17506 -2.29298 0.72671  0.10
H14 1.07347 -0.49906 -0.15910  0.09
H15 0.08633 -0.28185 1.30327  0.13
H16 2.30128 -1.10455 1.85945  0.15
H17 0.83560 -2.44755 2.12003  0.10
H18 1.50326 -3.45930 -0.06216  0.10
H19 2.15374 -3.77733 1.41558  0.10
H20 4.08292 -3.45015 -0.32542  0.11
H21 4.14981 -2.64992 1.24335  0.11
H22 3.01372 -0.97039 -1.23442  0.11
H23 4.75718 -1.62813 -1.19065  0.12
H24 4.83179 -0.10459 1.01967  0.09
H25 3.17580 0.32392 0.68303  0.01
H26 2.89001 2.76152 -2.11325  0.09
H27 2.20958 1.06971 -1.72147  0.08
H28 1.76214 2.05184 0.75056  0.13
H29 1.79004 3.61608 -0.13578  0.12
H30 -0.08145 4.28209 -0.39636  0.16
H31 -1.41210 3.21543 -0.87253  0.12
H32 -1.70688 3.79678 1.55465  0.16
H33 -1.36968 1.89533 1.12937  0.09
H34 -0.52271 2.78238 2.91691  0.08

HOMO level: -8.510 eV
Energy relative to the best compared isomer or geometry (same formula, charge and spin): 0.0 kJ/mol
Calculated total energy: -1178.546673 Eh
Kohn-Sham gap: 9.23 eV


Entry 5:
Computed, not measured: a molecular structure, C18H40Cl8Cu2NO2 in a non-equilibrium geometry, with ωB97M-V/def2-TZVPD.

Last column: Löwdin charge in e.
Element x y z (Å)
Cu1 0.86676 -3.28563 -1.97184  0.60
Cu2 -0.26946 -2.60014 -4.41273  0.58
C1 -1.72540 2.62955 0.01900  -0.10
C2 -1.30190 2.27922 1.40393  -0.25
C3 -1.81164 0.84634 1.80332  -0.15
C4 -0.87683 0.41763 3.00084  -0.09
N1 -1.09977 -1.02951 3.50830  -0.23
C5 -2.60648 -1.39988 3.93528  -0.04
C6 -2.54419 -1.78745 5.41814  -0.13
C7 -1.28313 -1.09222 5.99803  -0.12
C8 -0.18995 -1.15585 4.84646  -0.04
C9 -0.66747 -2.03313 2.44347  0.01
H1 -2.80642 2.60977 -0.11919  0.09
H2 -1.51083 1.87499 -0.73777  0.05
H3 -1.29544 3.55817 -0.35638  0.08
H4 -1.50272 2.99317 2.20271  0.13
H5 -0.21635 2.18712 1.36932  0.10
H6 -1.67626 0.31440 0.86161  0.07
H7 -2.89201 0.91203 1.93202  0.12
H8 -1.04270 1.06895 3.85896  0.14
H9 0.17647 0.43129 2.72072  0.12
H10 -3.00524 -2.19349 3.30340  0.13
H11 -3.11789 -0.46713 3.69753  0.12
H12 -2.31614 -2.84509 5.55038  0.12
H13 -3.49718 -1.60138 5.91340  0.13
H14 -0.85335 -1.63160 6.84210  0.12
H15 -1.40065 -0.03445 6.23344  0.11
H16 0.32110 -2.11520 4.76541  0.12
H17 0.59716 -0.40477 4.78000  0.11
H18 0.35125 -1.78910 2.14222  0.09
H19 -1.32962 -1.79211 1.61186  0.09
H20 -0.84355 -3.04876 2.79785  0.11
C10 0.73681 -0.40317 -1.17400  -0.12
O1 0.04859 -0.95166 -2.27722  -0.07
H21 1.29924 0.52428 -1.28174  0.11
H22 0.05356 -0.09751 -0.38164  0.08
H23 1.50457 -1.06398 -0.77153  0.06
O2 -1.19110 -4.02896 -2.75923  -0.30
H24 -1.36983 -3.15971 -2.35059  -0.12
Cl1 -4.21767 0.93651 -4.51062  0.59
C11 -3.13792 -0.39453 -4.02697  -0.66
C12 -3.17034 -0.66928 -2.51434  -0.64
Cl2 -4.84104 -0.79596 -1.79892  0.55
H25 -2.12652 -0.04846 -4.24004  0.05
H26 -3.38067 -1.29835 -4.58579  0.08
H27 -2.52934 0.00090 -1.94156  0.04
H28 -2.72626 -1.65594 -2.38242  0.03
Cl3 2.19745 -0.86049 -7.20742  0.64
C13 1.73849 -0.33158 -5.60764  -0.67
C14 2.96285 -0.43403 -4.56859  -0.62
Cl4 4.11052 0.93836 -4.76857  0.58
H29 0.86438 -0.94274 -5.38285  0.00
H30 1.29418 0.66336 -5.63583  0.07
H31 3.39529 -1.43300 -4.62467  0.07
H32 2.55605 -0.28036 -3.56909  0.02
Cl5 2.11596 4.14021 -4.44914  0.59
C15 1.31322 3.51504 -3.01286  -0.68
C16 1.76381 4.45352 -1.90427  -0.67
Cl6 1.11921 6.15095 -1.97108  0.54
H33 1.76708 2.54107 -2.82988  0.04
H34 0.24646 3.38318 -3.19382  0.07
H35 2.85342 4.45564 -1.93345  0.07
H36 1.33487 4.12624 -0.95717  0.04
Cl7 3.77094 1.18288 1.18651  0.49
C17 4.02516 -0.63731 1.00769  -0.63
C18 4.82293 -1.27689 2.16043  -0.60
Cl8 3.81604 -1.08279 3.63405  0.54
H37 4.42974 -0.63747 -0.00445  0.06
H38 3.07955 -1.17844 0.97447  0.02
H39 5.80983 -0.82744 2.27051  0.08
H40 5.03032 -2.33794 2.02161  0.08

HOMO level (spin up / spin down): -14.438 / -14.438 eV
Spin multiplicity: 2
Calculated total energy: -7876.740243 Eh
Total charge: +2
Kohn-Sham gap (spin up / spin down): 6.45 / 4.78 eV


Entry 6:
Computed, not measured: 7 unconnected molecules or ions with the total composition C20H42N2O19S2 in a non-equilibrium geometry, with ωB97M-V/def2-TZVPD.

Last column: Löwdin charge in e.
Element x y z (Å)
C1 -1.14284 3.31962 1.73836  0.07
N1 -0.66198 2.80630 0.43028  -0.31
C2 -0.47833 3.94451 -0.50564  0.06
C3 0.59868 2.23051 0.65027  -0.03
C4 -1.51664 1.80827 -0.08736  -0.14
C5 -2.70379 2.33341 -0.97407  -0.20
O1 -3.58016 1.25754 -1.42961  -0.08
H1 -2.28041 3.60955 1.72082  0.17
H2 -0.65168 4.09253 1.92901  0.04
H3 -1.35487 2.64741 2.50277  0.08
H4 -1.49408 4.57754 -0.63457  0.20
H5 -0.06270 3.49628 -1.22659  0.05
H6 0.18341 4.53598 -0.30674  -0.02
H7 1.37631 2.77111 1.18675  0.12
H8 1.08425 1.85523 -0.26614  0.11
H9 0.33958 1.33398 1.28925  0.14
H10 -2.09209 1.16293 0.41858  0.08
H11 -1.19636 0.89529 -0.63840  0.17
H12 -2.40183 2.71782 -1.89397  0.09
H13 -3.26338 3.00279 -0.31463  0.12
H14 -4.09456 1.61178 -2.23140  0.13
N2 0.40606 -1.71906 1.15328  -0.59
O2 -0.70978 -1.26943 1.56083  -0.07
O3 1.05683 -2.58556 1.88987  -0.09
O4 1.01925 -1.14800 0.29231  -0.05
O5 -1.43248 -4.98462 -3.78362  -0.28
S1 -1.46263 -4.10360 -4.90886  0.64
O6 -2.73840 -3.44968 -5.14180  -0.30
O7 -0.52212 -2.73173 -4.65979  -0.25
C6 -0.28423 -2.35635 -3.22840  -0.25
C7 0.68336 -1.20661 -3.25168  -0.08
C8 -0.71330 -4.85926 -6.30796  -0.07
H15 0.06921 -3.13456 -2.72059  0.05
H16 -1.08726 -2.06346 -2.47743  0.15
H17 1.51681 -1.44487 -3.94511  0.09
H18 1.07107 -0.67816 -2.31297  0.09
H19 0.10073 -0.49529 -3.70038  0.03
H20 -1.54986 -5.49893 -6.92532  0.17
H21 -0.19624 -5.57399 -5.68709  0.07
H22 -0.44104 -4.31982 -6.96001  -0.06
O8 5.33104 2.38594 -2.03302  -0.23
S2 4.58303 2.28603 -0.89914  0.62
O9 5.20574 2.35750 0.43878  -0.30
O10 3.38083 3.45688 -0.94225  -0.26
C9 3.88038 4.79316 -0.98544  -0.25
C10 2.67047 5.68415 -1.00120  -0.02
C11 3.69414 0.76007 -0.98791  -0.11
H23 4.37715 5.01192 -1.81816  0.09
H24 4.23981 5.08752 -0.05903  0.11
H25 2.29577 5.27325 -1.91098  0.09
H26 2.98545 6.50948 -0.91979  -0.03
H27 1.85114 5.58040 -0.15051  0.13
H28 4.33057 -0.14705 -1.01136  0.12
H29 3.10180 0.65576 -1.80647  0.02
H30 2.81036 0.84973 -0.32419  0.04
C12 -3.79573 -1.51414 3.39401  -0.10
C13 -3.78573 -0.58518 2.17919  -0.04
O11 -2.84036 0.48684 2.65568  0.03
C14 -2.77080 0.42307 3.96167  -0.74
O12 -2.40404 1.23050 4.61048  0.27
O13 -3.18847 -0.75544 4.39588  0.09
H31 -3.07550 -2.32082 3.07117  0.15
H32 -4.81788 -1.72830 3.58576  0.12
H33 -4.71240 0.02899 1.98729  0.15
H34 -3.56587 -0.88225 1.31128  0.04
C15 2.71486 -0.11859 4.12974  -0.16
C16 3.26647 0.77270 2.94502  -0.03
O14 2.59290 2.04990 3.25792  0.09
C17 1.80879 1.95657 4.21042  -0.66
O15 1.08561 2.83530 4.70650  0.10
O16 1.80189 0.71511 4.65009  0.09
H35 3.63864 -0.45383 4.69099  0.13
H36 2.33628 -1.16249 3.86373  0.15
H37 2.84907 0.36401 1.97813  0.11
H38 4.45518 0.69120 2.84423  0.17
C18 -1.62275 -5.37480 -0.45801  -0.10
C19 -1.71970 -4.56767 0.84540  -0.08
O17 -1.73142 -5.58598 1.90452  0.10
C20 -1.45586 -6.71552 1.35369  -0.65
O18 -1.25264 -7.71573 2.06292  0.09
O19 -1.32784 -6.64770 0.06637  0.07
H39 -0.66905 -4.99856 -0.96524  0.14
H40 -2.59061 -5.56874 -1.09154  0.17
H41 -2.53229 -3.92976 0.94071  0.09
H42 -0.82089 -3.86083 1.08040  0.13

HOMO level: -8.615 eV
Energy relative to the best compared isomer or geometry (same formula, charge and spin): 565.6 kJ/mol
Calculated total energy: -3122.017155 Eh
Kohn-Sham gap: 8.24 eV